250
Properties=species:S:1:pos:R:3:lowdin_charge:R:1 method="wB97M-V/def2-TZVPD" e_homo_ev=-8.025 lumo_energy_ev=0.33 total_charge=0 smiles=CC1(C)CCCC(C)(C)N1O.CC1(C)CCCC(C)(C)N1O.CC1(C)CCCC(C)(C)N1O.CC1(C)CCCC(C)(C)N1O.CC1(C)CCCC(C)(C)N1O.CCN(CC)CC.CCN(CC)CC.CCN(CC)CC.CCN(CC)CC.CO.CO homo_lumo_gap_ev=8.4 multiplicity=1 total_energy_ev=-104002.5633
C 20.034 16.751 14.951 0.003
C 20.540 16.242 16.403 -0.464
C 20.826 17.330 17.439 -0.009
C 19.446 15.263 16.849 -0.119
C 19.863 14.230 17.962 -0.151
C 21.016 13.393 17.432 -0.139
C 22.197 14.256 16.956 -0.483
C 23.063 14.680 18.169 -0.037
C 23.091 13.315 16.087 -0.035
N 21.770 15.460 16.217 -0.134
O 22.805 16.112 15.519 0.006
H 18.960 16.920 15.037 0.049
H 20.559 17.661 14.658 0.074
H 20.237 15.992 14.196 0.085
H 21.615 18.026 17.155 0.084
H 19.884 17.855 17.597 0.069
H 21.140 16.827 18.354 0.066
H 18.732 15.860 17.416 0.088
H 18.986 14.784 15.985 0.113
H 20.125 14.711 18.905 0.087
H 19.046 13.563 18.235 0.089
H 20.650 12.834 16.571 0.104
H 21.417 12.690 18.162 0.126
H 23.901 15.358 18.010 0.078
H 23.573 13.851 18.659 0.080
H 22.397 15.137 18.901 0.062
H 22.487 12.868 15.297 0.078
H 23.463 12.449 16.635 0.080
H 23.945 13.834 15.651 0.077
H 23.199 16.638 16.218 0.081
C 17.590 19.044 25.078 -0.043
C 18.377 18.715 23.760 -0.446
C 17.757 19.454 22.578 -0.016
C 19.848 19.173 24.069 -0.147
C 20.926 18.611 23.219 -0.222
C 20.812 17.097 23.021 -0.121
C 19.399 16.669 22.661 -0.488
C 19.085 16.870 21.165 -0.018
C 19.290 15.118 22.823 -0.033
N 18.438 17.227 23.606 -0.114
O 17.131 16.780 23.471 -0.019
H 17.619 20.078 25.421 0.083
H 16.540 18.757 25.023 0.071
H 17.915 18.438 25.924 0.077
H 18.563 19.895 21.993 0.079
H 17.147 18.827 21.927 0.056
H 17.219 20.347 22.896 0.082
H 20.007 20.247 23.973 0.124
H 20.171 18.882 25.069 0.120
H 21.108 19.090 22.257 0.105
H 21.868 18.897 23.687 0.112
H 21.133 16.694 23.981 0.125
H 21.511 16.872 22.215 0.123
H 18.019 16.777 20.957 0.062
H 19.640 16.169 20.541 0.062
H 19.503 17.825 20.850 0.079
H 20.126 14.640 22.314 0.083
H 18.381 14.655 22.437 0.055
H 19.334 14.782 23.859 0.084
H 17.046 16.403 24.350 0.111
C 15.466 20.589 11.564 -0.048
C 15.425 19.165 11.002 -0.491
C 15.659 19.291 9.473 -0.035
C 16.558 18.300 11.694 -0.091
C 16.209 17.826 13.174 -0.156
C 14.824 17.160 13.273 -0.115
C 13.686 17.989 12.529 -0.488
C 12.509 16.995 12.339 -0.012
C 13.272 19.117 13.408 -0.044
N 14.142 18.515 11.249 -0.124
O 13.142 18.987 10.381 -0.001
H 15.487 20.753 12.642 0.064
H 16.309 21.175 11.199 0.085
H 14.530 21.084 11.305 0.078
H 15.338 18.413 8.912 0.085
H 15.157 20.146 9.021 0.079
H 16.731 19.386 9.298 0.079
H 16.583 17.387 11.099 0.108
H 17.551 18.712 11.517 0.112
H 17.038 17.180 13.464 0.088
H 16.269 18.666 13.865 0.091
H 14.648 16.925 14.323 0.087
H 14.881 16.172 12.817 0.102
H 12.264 16.455 13.254 0.058
H 12.737 16.229 11.598 0.092
H 11.704 17.577 11.890 0.079
H 12.527 19.753 12.932 0.087
H 14.090 19.667 13.874 0.079
H 12.751 18.739 14.287 0.068
H 12.697 19.693 10.855 0.079
C 14.222 17.643 17.386 -0.014
C 15.585 17.415 18.131 -0.431
C 16.707 18.106 17.296 -0.021
C 15.532 18.104 19.503 -0.100
C 14.804 17.224 20.609 -0.127
C 15.304 15.768 20.692 -0.132
C 15.357 15.112 19.311 -0.453
C 16.457 14.018 19.504 -0.017
C 13.983 14.560 18.930 -0.013
N 15.930 15.950 18.205 -0.103
O 15.983 15.285 16.996 -0.017
H 14.104 18.698 17.140 0.072
H 14.174 17.170 16.405 0.057
H 13.361 17.269 17.940 0.051
H 16.762 17.580 16.343 0.058
H 16.668 19.169 17.055 0.086
H 17.675 17.890 17.748 0.057
H 16.486 18.499 19.850 0.096
H 14.935 19.010 19.396 0.084
H 14.867 17.743 21.566 0.099
H 13.751 17.174 20.334 0.075
H 14.595 15.166 21.260 0.108
H 16.273 15.759 21.191 0.079
H 17.396 14.572 19.520 0.067
H 16.554 13.388 18.620 0.058
H 16.377 13.295 20.316 0.077
H 13.299 15.360 18.644 0.062
H 13.526 13.844 19.613 0.082
H 14.134 13.991 18.013 0.066
H 16.907 15.374 16.754 0.058
C 12.164 9.663 21.686 -0.048
C 10.837 10.346 21.207 -0.458
C 9.625 9.522 21.735 -0.023
C 10.876 11.716 21.965 -0.144
C 10.018 12.818 21.382 -0.170
C 10.183 12.882 19.869 -0.136
C 10.023 11.509 19.129 -0.480
C 8.522 11.172 19.045 -0.029
C 10.503 11.738 17.700 -0.042
N 10.898 10.476 19.741 -0.119
O 10.864 9.241 19.134 -0.006
H 12.105 8.620 21.375 0.075
H 13.124 10.052 21.347 0.081
H 12.274 9.605 22.769 0.062
H 8.704 10.103 21.783 0.066
H 9.387 8.709 21.049 0.078
H 9.825 9.142 22.736 0.082
H 10.661 11.594 23.026 0.116
H 11.939 11.957 21.934 0.096
H 8.972 12.616 21.612 0.109
H 10.243 13.807 21.781 0.093
H 11.096 13.373 19.533 0.098
H 9.306 13.461 19.580 0.105
H 7.982 11.199 19.992 0.067
H 8.483 10.132 18.723 0.082
H 7.987 11.764 18.302 0.085
H 10.516 10.858 17.058 0.085
H 11.539 12.074 17.741 0.076
H 9.931 12.503 17.175 0.076
H 11.670 9.249 18.613 0.111
C 15.001 9.477 13.517 -0.085
C 15.338 10.942 13.228 -0.267
N 15.790 11.660 14.431 -0.184
C 17.122 11.195 14.847 -0.234
C 17.494 11.751 16.232 -0.069
C 15.628 13.131 14.188 -0.226
C 14.218 13.632 14.611 -0.078
H 14.633 8.961 12.630 0.069
H 14.206 9.436 14.262 0.075
H 15.885 8.945 13.868 0.054
H 16.159 11.092 12.527 0.107
H 14.457 11.347 12.729 0.110
H 17.231 10.110 14.848 0.103
H 17.729 11.583 14.030 0.111
H 18.580 11.692 16.295 0.058
H 17.371 12.831 16.321 0.037
H 17.001 11.208 17.038 0.082
H 15.607 13.462 13.150 0.097
H 16.457 13.731 14.565 0.094
H 14.091 13.442 15.677 0.049
H 13.367 13.071 14.224 0.079
H 14.165 14.694 14.375 0.040
C 16.750 12.189 23.395 -0.090
C 15.577 13.224 23.465 -0.226
N 14.829 13.280 24.779 -0.151
C 13.569 14.039 24.540 -0.260
C 12.897 14.270 25.911 -0.092
C 14.647 12.007 25.547 -0.232
C 13.743 11.012 24.838 -0.098
H 16.429 11.148 23.440 0.060
H 17.437 12.379 24.219 0.072
H 17.307 12.340 22.470 0.054
H 16.166 14.130 23.319 0.080
H 14.896 13.043 22.634 0.094
H 12.843 13.654 23.824 0.095
H 13.794 15.037 24.165 0.104
H 12.416 13.360 26.270 0.059
H 12.059 14.861 25.543 0.062
H 13.490 14.666 26.736 0.081
H 15.603 11.495 25.662 0.099
H 14.309 12.197 26.566 0.101
H 14.019 10.827 23.800 0.052
H 13.663 10.015 25.269 0.078
H 12.733 11.389 24.678 0.054
C 13.370 20.804 21.920 -0.106
C 12.762 22.083 21.475 -0.244
N 13.538 22.645 20.359 -0.174
C 13.963 21.769 19.278 -0.278
C 14.704 22.433 18.143 -0.076
C 12.784 23.797 19.837 -0.252
C 12.647 24.918 20.885 -0.090
H 13.330 20.073 21.112 0.043
H 12.847 20.438 22.803 0.081
H 14.446 20.775 22.093 0.079
H 11.713 21.930 21.221 0.103
H 12.883 22.775 22.308 0.115
H 14.610 21.002 19.704 0.083
H 13.061 21.271 18.922 0.106
H 15.091 21.595 17.563 0.064
H 13.985 22.941 17.501 0.059
H 15.410 23.188 18.488 0.088
H 11.792 23.432 19.572 0.105
H 13.118 24.235 18.897 0.097
H 13.464 25.034 21.597 0.077
H 11.653 24.909 21.332 0.069
H 12.653 25.861 20.338 0.060
C 9.851 16.282 19.337 -0.079
C 10.881 17.373 19.682 -0.236
N 10.119 18.270 20.551 -0.158
C 10.698 18.326 21.909 -0.249
C 10.548 17.035 22.656 -0.083
C 10.131 19.564 19.877 -0.276
C 9.233 20.599 20.501 -0.087
H 9.514 15.752 20.228 0.058
H 10.194 15.448 18.725 0.039
H 8.992 16.669 18.788 0.080
H 11.653 16.837 20.234 0.090
H 11.187 17.843 18.747 0.093
H 11.729 18.668 21.825 0.090
H 10.090 19.034 22.473 0.111
H 10.981 17.094 23.654 0.074
H 9.467 16.955 22.764 0.085
H 10.941 16.145 22.162 0.052
H 9.794 19.453 18.846 0.085
H 11.100 20.037 19.722 0.100
H 9.393 21.509 19.921 0.068
H 9.521 20.903 21.508 0.058
H 8.161 20.407 20.489 0.079
C 10.765 20.025 16.379 -0.147
O 10.744 21.315 16.977 -0.125
H 10.142 19.342 16.956 0.059
H 10.302 20.184 15.405 0.085
H 11.748 19.557 16.321 0.059
H 11.057 21.972 16.350 0.075
C 11.457 15.058 15.873 -0.125
O 10.346 14.329 15.292 -0.128
H 12.084 14.341 16.403 0.061
H 11.959 15.520 15.024 0.045
H 11.125 15.853 16.542 0.064
H 9.774 14.924 14.803 0.070



220
Properties=species:S:1:pos:R:3:lowdin_charge:R:1 method="wB97M-V/def2-TZVPD" e_homo_ev=-9.851 lumo_energy_ev=-1.10 total_charge=0 homo_lumo_gap_ev=8.8 multiplicity=1 total_energy_ev=-189823.9743
C 14.660 23.912 9.976 -0.053
C 15.788 24.689 10.551 -0.202
N 16.644 25.280 11.104 0.143
H 14.376 23.157 10.704 0.071
H 15.010 23.369 9.089 0.075
H 13.820 24.516 9.652 0.081
C 19.251 23.549 10.263 -0.064
C 19.742 22.290 10.841 -0.239
N 20.086 21.290 11.303 0.164
H 18.922 23.381 9.242 0.083
H 20.069 24.258 10.266 0.080
H 18.425 23.968 10.819 0.014
C 18.477 18.968 9.306 -0.044
C 17.564 20.093 9.521 -0.271
N 16.844 20.960 9.703 0.161
H 17.998 18.073 9.684 0.061
H 19.315 19.202 9.962 0.055
H 18.871 18.761 8.328 0.084
C 14.627 28.288 17.394 -0.061
C 13.882 28.259 18.581 -0.068
C 14.524 28.090 19.788 0.000
C 15.897 27.832 19.804 -0.164
C 16.669 27.917 18.651 -0.001
C 15.994 28.088 17.450 -0.088
N 16.607 27.638 21.050 -0.365
O 15.974 27.269 22.032 0.065
O 17.792 27.843 21.060 0.095
H 14.100 28.402 16.442 0.107
H 12.799 28.313 18.530 0.102
H 13.962 28.088 20.718 0.124
H 17.756 27.865 18.687 0.105
H 16.602 28.004 16.533 0.095
C 19.769 26.651 12.497 -0.034
C 20.962 27.416 12.372 -0.056
C 22.119 26.843 12.841 -0.015
C 22.100 25.549 13.302 -0.152
C 20.979 24.738 13.332 -0.004
C 19.779 25.279 12.865 -0.081
N 23.343 24.963 13.803 -0.329
O 24.384 25.568 13.514 0.053
O 23.349 23.922 14.427 0.071
H 18.796 27.033 12.212 0.095
H 20.946 28.436 12.056 0.099
H 23.040 27.409 12.797 0.114
H 21.116 23.726 13.678 0.110
H 18.885 24.684 12.958 0.080
C 14.358 20.715 19.111 -0.071
C 14.755 20.069 20.274 -0.066
C 14.860 18.681 20.341 0.018
C 14.462 17.962 19.184 -0.146
C 14.047 18.601 18.013 0.005
C 13.960 19.994 17.994 -0.070
N 14.583 16.513 19.199 -0.341
O 14.934 15.976 20.241 0.077
O 14.345 15.937 18.131 0.043
H 14.386 21.779 19.090 0.079
H 15.028 20.634 21.160 0.109
H 15.183 18.179 21.241 0.117
H 13.813 18.021 17.133 0.113
H 13.697 20.509 17.061 0.088
C 14.050 17.865 9.237 -0.059
C 13.806 18.862 10.201 -0.052
C 12.507 19.349 10.310 -0.002
C 11.485 18.817 9.547 -0.171
C 11.689 17.799 8.660 -0.002
C 12.988 17.283 8.518 -0.049
N 10.146 19.304 9.783 -0.360
O 9.976 20.165 10.618 0.076
O 9.248 18.906 9.069 0.079
H 15.074 17.638 8.985 0.095
H 14.676 19.368 10.597 0.084
H 12.331 20.171 10.958 0.096
H 10.849 17.350 8.118 0.129
H 13.221 16.576 7.718 0.109
C 20.616 15.900 13.839 -0.072
C 21.988 16.038 13.996 -0.064
C 22.808 16.201 12.894 0.016
C 22.169 16.307 11.637 -0.137
C 20.830 16.149 11.480 -0.011
C 20.021 16.004 12.601 -0.071
N 22.999 16.369 10.412 -0.330
O 24.220 16.338 10.604 0.065
O 22.450 16.511 9.326 0.069
H 19.946 15.840 14.688 0.107
H 22.510 15.972 14.938 0.108
H 23.870 16.276 13.000 0.114
H 20.358 16.167 10.503 0.122
H 18.949 16.123 12.471 0.078
C 18.655 18.831 17.024 -0.062
C 19.981 18.517 17.292 -0.062
C 20.509 18.978 18.466 -0.023
C 19.761 19.724 19.355 -0.140
C 18.440 20.048 19.055 0.012
C 17.899 19.632 17.863 -0.050
N 20.423 20.214 20.564 -0.336
O 19.730 20.927 21.270 0.065
O 21.623 20.058 20.685 0.082
H 18.258 18.561 16.053 0.081
H 20.592 17.965 16.591 0.102
H 21.519 18.750 18.696 0.112
H 17.861 20.727 19.660 0.096
H 16.899 19.920 17.604 0.089
C 17.126 12.681 14.519 -0.060
C 16.521 13.691 15.280 -0.042
C 16.214 14.905 14.665 0.013
C 16.523 15.045 13.322 -0.159
C 17.051 14.010 12.550 -0.021
C 17.355 12.816 13.150 -0.059
N 16.160 16.259 12.583 -0.354
O 15.411 17.021 13.102 0.106
O 16.730 16.456 11.510 0.022
H 17.464 11.810 15.077 0.110
H 16.415 13.522 16.341 0.111
H 15.654 15.657 15.161 0.106
H 17.197 14.218 11.499 0.120
H 17.722 11.981 12.566 0.112
C 12.614 21.607 14.146 -0.065
C 13.879 20.846 13.886 -0.247
O 15.054 21.666 13.728 -0.171
P 16.131 21.753 14.888 0.371
O 15.602 21.822 16.262 -0.223
O 17.073 20.519 14.619 -0.181
C 17.865 20.420 13.380 -0.220
C 18.811 19.242 13.524 -0.079
O 16.963 23.038 14.466 -0.202
C 16.423 24.427 14.575 -0.183
C 17.191 25.057 15.710 -0.055
H 12.246 22.190 13.312 0.081
H 11.875 20.858 14.417 0.087
H 12.675 22.297 14.974 0.058
H 14.026 20.189 14.757 0.109
H 13.713 20.295 12.971 0.098
H 17.157 20.226 12.581 0.101
H 18.393 21.359 13.214 0.086
H 19.613 19.390 14.257 0.080
H 18.255 18.336 13.826 0.068
H 19.257 19.025 12.550 0.053
H 16.534 24.945 13.627 0.082
H 15.363 24.389 14.827 0.103
H 18.281 25.213 15.569 0.073
H 16.777 26.008 16.039 0.051
H 17.111 24.377 16.584 0.077
C 22.532 24.642 21.929 -0.075
C 21.416 24.116 21.055 -0.244
O 20.911 25.188 20.200 -0.169
P 20.016 24.842 18.927 0.406
O 19.596 26.094 18.302 -0.210
O 20.942 23.778 18.238 -0.155
C 20.747 23.509 16.819 -0.245
C 19.847 22.368 16.614 -0.056
O 18.738 23.935 19.351 -0.190
C 17.764 24.474 20.194 -0.271
C 16.912 23.250 20.685 -0.037
H 22.328 25.436 22.665 0.085
H 22.938 23.837 22.557 0.081
H 23.392 24.916 21.343 0.069
H 21.796 23.307 20.425 0.109
H 20.592 23.728 21.667 0.114
H 20.303 24.424 16.384 0.104
H 21.672 23.283 16.301 0.108
H 18.866 22.683 16.999 0.082
H 19.775 22.215 15.566 0.068
H 20.224 21.460 17.087 0.082
H 18.290 24.847 21.072 0.117
H 17.141 25.198 19.690 0.094
H 17.580 22.446 20.992 0.057
H 16.163 23.589 21.404 0.086
H 16.464 23.032 19.708 0.046
C 19.618 28.728 16.379 -0.063
C 20.112 29.480 15.135 -0.245
O 21.110 30.388 15.602 -0.179
P 22.480 30.669 14.806 0.412
O 22.449 30.128 13.423 -0.238
O 22.691 32.235 14.838 -0.165
C 21.708 33.076 14.305 -0.295
C 22.034 34.530 14.645 -0.061
O 23.560 30.083 15.752 -0.133
C 24.312 28.984 15.321 -0.286
C 23.971 27.799 16.172 -0.067
H 20.475 28.256 16.822 0.056
H 19.327 29.406 17.190 0.086
H 18.846 27.982 16.215 0.052
H 20.530 28.745 14.461 0.073
H 19.292 30.018 14.616 0.129
H 21.757 32.841 13.236 0.122
H 20.712 32.839 14.720 0.121
H 21.228 35.191 14.290 0.081
H 22.249 34.670 15.705 0.083
H 22.880 34.763 14.009 0.071
H 24.139 28.796 14.258 0.096
H 25.364 29.189 15.473 0.122
H 22.917 27.493 16.032 0.077
H 24.668 26.955 16.015 0.086
H 24.051 28.054 17.235 0.085
C 10.439 29.210 16.245 -0.075
C 9.941 27.808 16.085 -0.274
O 10.643 26.953 16.999 -0.172
P 11.592 25.902 16.307 0.386
O 12.409 26.389 15.178 -0.237
O 12.273 25.324 17.627 -0.175
C 13.380 24.339 17.407 -0.212
C 14.501 24.689 18.324 -0.067
O 10.765 24.631 15.742 -0.175
C 9.618 24.257 16.482 -0.313
C 9.339 22.811 16.257 -0.072
H 9.804 29.976 15.820 0.078
H 10.521 29.493 17.282 0.072
H 11.461 29.315 15.815 0.090
H 8.899 27.801 16.400 0.123
H 10.006 27.528 15.049 0.116
H 13.012 23.332 17.623 0.114
H 13.731 24.311 16.383 0.088
H 15.272 23.926 18.213 0.055
H 14.979 25.637 18.112 0.058
H 14.124 24.635 19.341 0.096
H 9.670 24.570 17.530 0.122
H 8.778 24.828 16.118 0.111
H 10.229 22.207 16.599 0.089
H 8.505 22.485 16.872 0.078
H 9.203 22.497 15.216 0.084